C34H96O22 | ωB97M-V/def2-TZVPD

## Properties
- Orbital gap: 0.3629 Ha
- Charge: 0
- HOMO energy: -0.350 Eh

Each line ends with the Mulliken charge.
CARTESIAN COORDINATES (ANGSTROEM)
C 1.017 -1.901 -5.536  -1.99
C 0.707 -1.403 -4.164  1.04
C 0.715 -2.488 -3.066  -0.97
O 1.606 -0.399 -3.789  -0.27
H 0.299 -2.643 -5.884  0.40
H 1.992 -2.389 -5.522  0.43
H 1.192 -1.115 -6.271  0.46
H -0.315 -1.027 -4.210  -0.22
H 1.691 -2.972 -3.093  0.52
H -0.098 -3.193 -3.235  0.31
H 0.488 -2.044 -2.096  -0.11
H 1.605 0.237 -4.507  0.18
C 2.057 -3.013 1.005  -1.40
C 3.191 -1.977 0.999  2.01
C 3.223 -1.023 2.233  -0.97
O 4.383 -2.706 0.874  -0.63
H 2.080 -3.609 1.917  0.56
H 2.221 -3.693 0.169  0.36
H 1.106 -2.503 0.849  0.09
H 3.136 -1.429 0.059  -1.05
H 4.255 -0.737 2.440  0.40
H 2.736 -1.437 3.115  0.52
H 2.765 -0.093 1.897  -0.31
H 4.419 -3.320 1.611  0.42
C 4.138 4.103 1.350  -1.52
C 3.724 2.987 0.476  1.00
C 4.546 1.710 0.770  -1.09
O 2.444 2.718 0.839  1.13
H 5.193 4.352 1.233  0.50
H 3.905 3.782 2.365  0.18
H 3.523 4.989 1.195  0.26
H 3.707 3.195 -0.594  0.27
H 5.553 1.785 0.360  0.52
H 4.059 0.808 0.397  -0.08
H 4.634 1.559 1.846  0.34
H 2.042 2.013 0.327  -0.84
C 4.452 1.371 -2.683  -0.26
C 5.145 0.170 -3.391  -0.05
C 5.144 -1.006 -2.484  -0.65
O 4.235 -0.247 -4.377  -0.60
H 5.065 2.069 -2.113  0.56
H 3.654 0.967 -2.059  -0.40
H 4.025 2.007 -3.458  0.27
H 6.156 0.378 -3.742  0.36
H 5.590 -1.929 -2.853  0.39
H 4.177 -1.294 -2.071  -0.23
H 5.787 -0.796 -1.629  0.34
H 3.386 -0.420 -3.963  0.49
C 1.815 1.093 4.234  -0.36
C 1.145 1.935 5.308  0.15
C 1.949 3.127 5.907  -1.33
O 0.072 2.597 4.816  -0.50
H 2.425 0.307 4.680  0.46
H 2.442 1.639 3.529  -0.13
H 1.041 0.603 3.644  -0.08
H 0.786 1.211 6.039  0.52
H 2.742 2.852 6.603  0.39
H 1.247 3.783 6.421  0.38
H 2.344 3.731 5.090  0.21
H 0.429 3.179 4.141  0.19
C 1.016 -6.969 -0.556  -1.61
C -0.016 -5.941 -0.068  0.19
C -0.303 -4.948 -1.182  -0.27
O -1.134 -6.730 0.029  -0.63
H 2.012 -6.526 -0.543  0.35
H 0.836 -7.236 -1.598  0.40
H 1.099 -7.904 -0.002  0.41
H 0.292 -5.433 0.845  0.19
H -0.995 -4.143 -0.937  0.09
H -0.514 -5.380 -2.161  0.54
H 0.665 -4.464 -1.311  -0.09
H -1.166 -7.217 -0.798  0.44
C -1.208 0.318 -0.150  0.33
C 0.079 0.867 0.494  0.25
O 0.960 1.038 -0.660  -0.03
O -1.035 -1.046 -0.568  1.47
H -1.563 0.925 -0.983  -0.51
H -1.999 0.426 0.592  -0.33
H 0.552 0.224 1.237  -0.39
H -0.162 1.817 0.971  0.35
H 0.980 0.256 -1.216  -0.77
H -1.094 -1.580 0.228  -0.95
C -0.347 6.524 3.186  -0.71
C 0.437 5.585 2.248  -0.29
O 1.014 4.460 2.901  -0.29
O 0.538 7.181 4.066  -0.52
H -1.182 6.033 3.685  0.32
H -0.795 7.302 2.568  0.38
H 1.272 6.138 1.818  0.35
H -0.188 5.219 1.433  0.23
H 1.493 3.969 2.230  -0.17
H 1.148 7.707 3.543  0.31
C -4.194 2.187 -2.147  -0.60
C -3.666 1.889 -3.586  -0.15
O -4.602 1.209 -4.321  -0.65
O -4.102 1.083 -1.236  -0.21
H -5.249 2.455 -2.179  0.54
H -3.607 2.976 -1.676  0.32
H -2.727 1.342 -3.503  -0.01
H -3.441 2.854 -4.041  0.36
H -4.056 0.512 -4.691  0.47
H -4.339 1.353 -0.346  0.08
C -0.536 3.289 -2.835  -0.33
C 0.784 3.964 -2.394  0.80
O 1.718 4.002 -3.471  -0.59
O -1.142 3.932 -3.929  -0.52
H -1.071 3.188 -1.890  0.14
H -0.385 2.218 -2.968  -0.03
H 1.099 3.527 -1.446  -0.59
H 0.581 4.994 -2.099  0.50
H 1.368 3.381 -4.114  0.39
H -1.494 4.786 -3.666  0.34
C -4.261 1.314 2.926  -0.09
C -3.073 2.173 3.383  0.18
O -2.370 1.617 4.540  -0.56
O -5.019 1.947 1.862  -0.66
H -4.973 1.238 3.748  0.42
H -3.937 0.327 2.597  0.00
H -3.309 3.202 3.656  0.42
H -2.319 2.266 2.600  -0.34
H -1.514 2.044 4.626  0.68
H -5.629 1.263 1.576  0.34
C -2.363 -1.740 4.220  -0.41
C -1.253 -2.270 3.251  -0.22
O -1.649 -2.218 1.908  0.49
O -3.362 -2.729 4.367  -0.61
H -2.731 -0.785 3.846  -0.11
H -1.883 -1.483 5.165  0.49
H -0.811 -3.252 3.422  0.45
H -0.401 -1.601 3.371  -0.12
H -2.123 -2.995 1.605  -0.33
H -4.074 -2.319 4.863  0.32
C -3.963 -4.523 0.475  -0.51
C -4.504 -3.118 0.535  0.05
O -4.888 -2.751 1.836  -0.63
O -2.702 -4.601 1.095  -0.67
H -3.871 -4.870 -0.554  0.38
H -4.693 -5.150 0.986  0.31
H -5.386 -3.144 -0.104  0.44
H -3.844 -2.404 0.042  -0.17
H -4.149 -2.881 2.435  0.43
H -2.215 -5.422 0.995  0.23
C -3.377 -2.126 -4.689  -0.80
C -3.083 -1.874 -3.211  0.83
O -4.250 -1.445 -2.435  -0.57
O -3.238 -0.883 -5.380  -0.57
H -4.357 -2.557 -4.892  0.46
H -2.645 -2.829 -5.086  0.36
H -2.271 -1.159 -3.079  -0.42
H -2.702 -2.799 -2.778  0.00
H -4.189 -0.525 -2.166  0.38
H -3.444 -1.003 -6.310  0.25

=====

C35H100BF3N6O15V | ωB97M-V/def2-TZVPD

## Properties
- 2S+1: 4
- Orbital gap (alpha / beta): 0.2355 / 0.2571 Ha
- Charge: 0
- HOMO energy (alpha / beta): -0.247 / -0.269 Eh

Each line ends with the Mulliken charge.
CARTESIAN COORDINATES (ANGSTROEM)
V 13.629 -17.722 17.849  0.33
C 10.644 -19.506 17.082  -0.76
O 9.820 -19.494 18.237  0.24
O 11.874 -19.040 17.559  0.18
C 10.539 -20.891 16.329  0.57
F 11.293 -20.927 15.191  -0.30
F 10.962 -21.878 17.140  -0.06
F 9.268 -21.126 15.882  -0.14
C 8.544 -18.711 18.136  0.65
C 8.041 -18.734 19.559  -0.72
H 6.994 -18.431 19.572  0.11
H 8.191 -19.483 20.336  0.18
H 8.395 -17.827 20.050  0.11
H 7.876 -19.279 17.488  0.09
H 8.662 -17.752 17.631  -0.39
H 10.292 -18.743 16.387  -0.18
B 14.425 -19.303 19.444  3.05
H 15.133 -18.860 18.761  -0.54
H 14.102 -20.275 19.103  -1.02
H 14.959 -19.484 20.364  -0.30
H 13.585 -18.647 19.613  -0.55
C 4.102 -15.441 20.749  -0.45
C 5.578 -15.547 21.324  0.37
O 5.520 -16.387 22.494  -0.61
O 3.502 -16.730 20.681  -0.50
H 4.049 -14.897 19.806  0.18
H 3.428 -14.995 21.480  0.38
H 5.911 -14.624 21.799  0.35
H 6.121 -15.740 20.399  -0.35
H 6.144 -17.111 22.414  0.33
H 3.875 -17.087 21.491  0.37
C 14.628 -21.644 14.294  -0.61
C 13.847 -22.947 13.972  -0.23
O 14.038 -23.932 15.008  -0.48
O 14.203 -20.860 15.511  -0.40
H 14.544 -20.875 13.526  0.34
H 15.694 -21.854 14.386  0.41
H 14.075 -23.449 13.032  0.51
H 12.772 -22.795 14.064  -0.12
H 13.981 -24.848 14.728  0.25
H 13.260 -21.006 15.614  -0.23
C 5.995 -19.926 22.259  -0.50
O 6.723 -19.011 22.958  -0.45
H 6.664 -20.672 21.830  0.22
H 5.152 -20.325 22.822  0.44
H 5.461 -19.481 21.419  0.04
H 6.518 -19.264 23.861  0.28
C 10.574 -18.781 21.736  -0.84
O 11.515 -19.447 20.970  0.24
H 11.267 -18.525 22.538  0.39
H 10.279 -17.794 21.379  0.02
H 9.720 -19.403 22.002  0.22
H 11.288 -19.386 20.039  -0.32
C 8.253 -14.785 17.280  -0.82
O 7.876 -15.368 18.459  -0.19
H 8.143 -15.503 16.468  0.19
H 7.729 -13.876 16.985  0.41
H 9.322 -14.574 17.286  0.20
H 8.184 -14.846 19.203  0.19
C 15.903 -14.739 20.020  -1.69
C 14.789 -15.674 19.577  0.49
C 13.374 -15.145 19.683  -1.11
O 12.461 -16.177 19.124  -0.08
C 11.125 -15.814 19.174  -1.00
N 14.997 -16.058 18.198  -0.44
H 15.820 -14.450 21.067  0.41
H 15.892 -13.824 19.428  0.39
H 16.934 -15.093 19.989  0.46
H 14.978 -16.578 20.156  -0.13
H 13.238 -14.230 19.105  0.47
H 13.208 -14.742 20.682  0.47
H 10.789 -15.588 20.186  0.45
H 10.558 -16.678 18.829  0.05
H 10.924 -14.919 18.586  0.47
H 15.005 -15.183 17.693  0.33
H 15.991 -16.235 18.207  0.33
C 8.584 -24.106 15.151  -1.26
C 9.039 -24.961 16.430  1.33
C 8.109 -25.756 17.229  -1.05
O 7.151 -24.832 17.680  -0.37
C 7.539 -24.272 18.951  -0.40
N 9.925 -25.851 15.700  -0.86
H 7.722 -23.483 15.390  0.26
H 8.263 -24.730 14.318  0.52
H 9.441 -23.555 14.762  0.17
H 9.689 -24.424 17.121  -0.18
H 8.621 -26.309 18.018  0.36
H 7.519 -26.372 16.551  0.35
H 6.790 -23.664 19.459  0.24
H 8.317 -23.531 18.770  0.06
H 7.853 -25.092 19.596  0.33
H 9.386 -26.276 14.959  0.31
H 10.540 -25.245 15.175  0.24
C 9.319 -21.963 11.194  -1.34
C 8.472 -20.747 11.475  0.50
C 9.164 -19.801 12.579  -0.03
O 8.274 -18.789 13.063  -0.47
C 7.553 -19.118 14.214  -0.30
N 8.181 -20.072 10.226  -0.75
H 8.622 -22.726 10.847  0.36
H 9.706 -22.481 12.072  0.25
H 10.086 -21.777 10.443  0.34
H 7.464 -21.084 11.716  0.27
H 9.990 -19.241 12.141  0.30
H 9.580 -20.301 13.453  -0.39
H 6.871 -18.353 14.586  0.08
H 8.239 -19.141 15.060  0.09
H 7.197 -20.146 14.143  0.33
H 7.552 -19.352 10.552  0.35
H 9.076 -19.649 10.025  0.30
C 11.594 -22.391 22.354  -1.36
C 12.959 -22.368 21.666  0.35
C 12.959 -22.791 20.166  0.36
O 14.226 -22.819 19.515  -0.47
C 14.132 -23.368 18.224  -0.64
N 13.616 -21.178 21.986  -0.51
H 10.967 -21.897 21.611  0.11
H 11.660 -21.945 23.346  0.39
H 11.225 -23.364 22.680  0.39
H 13.465 -23.135 22.252  0.37
H 12.542 -21.954 19.607  -0.69
H 12.372 -23.694 19.994  0.47
H 15.151 -23.318 17.841  0.22
H 13.486 -22.754 17.597  0.19
H 13.762 -24.383 18.368  0.44
H 13.027 -20.496 21.531  -0.15
H 13.426 -20.858 22.925  0.34
C 4.888 -19.431 17.205  -0.86
C 3.926 -18.179 17.284  0.31
C 4.629 -16.795 17.063  0.05
O 3.736 -15.782 17.299  -0.48
C 4.379 -14.471 17.247  -0.64
N 2.839 -18.365 16.274  -0.77
H 5.797 -19.182 17.753  -0.17
H 5.235 -19.554 16.179  0.21
H 4.463 -20.412 17.420  0.40
H 3.520 -18.177 18.296  0.30
H 5.112 -16.746 16.086  0.40
H 5.420 -16.682 17.804  -0.20
H 4.929 -14.293 16.323  0.29
H 5.012 -14.345 18.126  0.14
H 3.576 -13.733 17.247  0.31
H 2.492 -19.297 16.451  0.30
H 3.411 -18.490 15.451  0.30
C 15.940 -18.072 14.217  -1.49
C 14.965 -17.712 15.280  0.33
C 13.542 -17.357 14.893  -0.73
O 12.718 -16.819 15.918  0.10
C 11.596 -16.185 15.327  -0.92
N 15.107 -18.520 16.406  0.48
H 15.537 -19.038 13.913  0.19
H 16.995 -18.226 14.443  0.35
H 15.967 -17.450 13.322  0.40
H 15.438 -16.848 15.748  0.19
H 13.220 -18.353 14.588  0.21
H 13.703 -16.707 14.033  0.45
H 11.692 -15.186 14.900  0.35
H 10.837 -16.071 16.101  0.06
H 11.019 -16.735 14.584  0.39
H 14.971 -19.483 16.134  -0.10
H 16.057 -18.588 16.743  0.47

=====

C35H101N15O18 | ωB97M-V/def2-TZVPD

## Properties
- Orbital gap: 0.3015 Ha
- Charge: 0
- HOMO energy: -0.298 Eh

Each line ends with the Mulliken charge.
CARTESIAN COORDINATES (ANGSTROEM)
C 0.333 3.964 4.770  0.77
O -0.793 4.475 4.712  -0.70
N 1.225 4.049 3.807  -0.24
N 0.902 3.536 5.854  -0.40
H 1.046 4.605 2.983  0.12
H 2.143 3.655 3.956  0.08
H 1.867 3.274 5.717  0.16
H 0.278 3.499 6.648  0.21
C 10.126 5.284 4.282  0.60
O 11.230 5.566 3.997  -0.62
N 9.217 6.096 4.822  -0.36
N 9.604 4.139 4.028  -0.34
H 8.348 5.674 5.117  0.15
H 9.416 6.979 5.270  0.21
H 10.183 3.363 3.740  0.19
H 8.621 3.941 4.145  0.16
C 0.037 1.571 -8.060  0.64
O -0.530 0.574 -7.726  -0.63
N 0.674 2.482 -7.319  -0.39
N 0.029 2.059 -9.230  -0.30
H 0.731 2.201 -6.351  0.21
H 0.896 3.394 -7.690  0.17
H 0.493 2.955 -9.264  0.12
H -0.367 1.714 -10.093  0.18
C 3.368 9.878 5.871  0.66
O 4.493 9.394 6.148  -0.67
N 3.086 11.197 6.025  -0.38
N 2.423 9.138 5.395  -0.31
H 3.585 11.908 6.540  0.21
H 2.262 11.621 5.624  0.16
H 2.627 8.166 5.210  0.17
H 1.485 9.447 5.185  0.17
C 6.623 0.564 6.242  0.65
O 5.747 1.094 5.631  -0.61
N 6.929 -0.712 6.096  -0.43
N 7.589 1.096 6.941  -0.39
H 6.301 -1.315 5.584  0.21
H 7.868 -1.048 6.253  0.16
H 8.330 0.568 7.381  0.17
H 7.577 2.092 7.107  0.22
C 4.486 4.364 1.685  -0.62
O 3.858 3.918 0.459  -0.30
C 4.147 2.785 -0.234  -0.45
C 3.153 2.485 -1.385  -0.68
N 1.728 2.479 -0.899  -0.40
C 1.427 1.251 -0.155  -0.31
C -0.080 1.258 0.191  -0.58
O -0.444 0.069 0.864  -0.33
C 0.188 -0.040 2.195  -0.64
H 4.146 5.335 2.045  0.24
H 5.561 4.448 1.520  0.33
H 4.258 3.675 2.498  0.16
H 4.089 1.996 0.516  0.30
H 5.201 2.905 -0.485  0.43
H 3.432 1.561 -1.892  0.35
H 3.086 3.325 -2.077  0.34
H 1.703 3.217 -0.210  0.25
H 2.034 1.348 0.745  0.22
H 1.727 0.372 -0.725  0.25
H -0.587 1.172 -0.769  0.32
H -0.521 2.159 0.619  0.33
H -0.047 0.831 2.806  0.25
H 1.275 -0.015 2.262  0.26
H -0.198 -0.952 2.651  0.27
C 3.870 -6.905 5.321  -0.55
O 3.607 -6.240 4.106  -0.38
C 2.257 -6.055 3.728  -0.78
C 1.375 -7.239 3.284  -0.29
N 1.317 -8.332 4.196  -0.18
C 0.632 -9.482 3.644  -0.72
C 1.678 -10.323 2.806  -0.41
O 2.870 -10.506 3.607  -0.39
C 2.742 -11.115 4.872  -0.72
H 3.666 -7.973 5.251  0.10
H 3.290 -6.474 6.137  0.32
H 4.955 -6.939 5.415  0.27
H 2.253 -5.195 3.059  0.40
H 1.827 -5.613 4.627  0.38
H 1.839 -7.536 2.343  0.23
H 0.361 -6.878 3.114  0.40
H 2.287 -8.504 4.420  0.06
H -0.240 -9.239 3.036  0.40
H 0.265 -9.997 4.532  0.32
H 2.143 -9.819 1.959  0.29
H 1.232 -11.276 2.521  0.36
H 2.205 -10.497 5.591  0.32
H 3.755 -11.261 5.245  0.24
H 2.181 -12.045 4.775  0.32
C -5.646 4.953 1.590  -0.74
O -5.281 6.332 1.594  -0.40
C -5.161 6.973 0.341  -0.45
C -6.462 7.314 -0.383  -0.48
N -6.981 8.663 -0.051  -0.38
C -6.100 9.808 -0.533  -0.55
C -6.807 11.159 -0.237  -0.58
O -6.427 11.338 1.146  -0.27
C -6.894 12.548 1.705  -0.78
H -6.734 4.922 1.543  0.27
H -5.460 4.442 2.534  0.28
H -5.293 4.489 0.668  0.32
H -4.549 6.340 -0.302  0.35
H -4.545 7.865 0.452  0.23
H -7.114 6.445 -0.306  0.39
H -6.143 7.424 -1.420  0.35
H -7.898 8.729 -0.469  0.24
H -6.008 9.783 -1.619  0.42
H -5.131 9.848 -0.035  0.23
H -7.888 11.105 -0.370  0.33
H -6.372 11.854 -0.955  0.36
H -6.645 13.505 1.247  0.30
H -6.454 12.578 2.701  0.24
H -7.982 12.494 1.722  0.31
C -0.242 -8.246 -12.631  -0.73
O -0.040 -8.445 -11.193  -0.29
C 1.320 -8.527 -10.742  -0.80
C 1.376 -7.885 -9.331  -0.40
N 0.832 -8.689 -8.270  -0.35
C 0.398 -7.996 -7.055  -0.66
C 1.073 -6.681 -6.545  -0.38
O 0.120 -6.178 -5.576  -0.31
C 0.555 -4.952 -5.087  -0.80
H 0.240 -7.335 -12.985  0.28
H -1.295 -8.283 -12.911  0.24
H 0.197 -9.138 -13.076  0.30
H 2.054 -7.986 -11.338  0.41
H 1.468 -9.607 -10.780  0.37
H 0.876 -6.927 -9.471  0.30
H 2.358 -7.513 -9.040  0.37
H 0.139 -9.365 -8.558  0.26
H 0.369 -8.719 -6.240  0.26
H -0.636 -7.721 -7.265  0.34
H 1.177 -5.900 -7.298  0.40
H 2.074 -6.966 -6.221  0.29
H 0.020 -4.258 -5.735  0.29
H 1.618 -4.714 -5.040  0.31
H 0.070 -4.613 -4.172  0.30
C -5.239 -0.535 -4.337  -0.69
O -6.112 0.015 -3.306  -0.37
C -6.688 -0.966 -2.434  -0.40
C -7.733 -2.017 -2.948  -0.73
N -7.129 -3.312 -3.240  -0.34
C -6.641 -3.973 -2.019  -0.30
C -5.809 -5.231 -2.372  -0.55
O -5.472 -5.901 -1.201  -0.29
C -4.411 -6.835 -1.234  -0.66
H -4.419 -1.125 -3.926  0.29
H -4.669 0.190 -4.918  0.28
H -5.830 -1.205 -4.961  0.23
H -7.197 -0.403 -1.652  0.30
H -5.809 -1.330 -1.903  0.35
H -8.085 -1.471 -3.824  0.37
H -8.494 -2.154 -2.179  0.38
H -6.496 -3.151 -4.010  0.33
H -7.485 -4.199 -1.368  0.23
H -5.896 -3.331 -1.549  0.19
H -4.947 -4.827 -2.903  0.28
H -6.452 -5.739 -3.092  0.31
H -4.788 -7.856 -1.166  0.25
H -3.784 -6.507 -0.405  0.25
H -3.720 -6.815 -2.077  0.30
O 5.517 5.552 7.296  -0.64
H 5.358 6.430 6.951  0.33
H 5.652 5.683 8.235  0.30
O -3.497 -3.800 6.657  -0.64
H -3.536 -3.546 7.579  0.32
H -4.310 -3.462 6.280  0.32
O 0.221 6.671 0.389  -0.57
H -0.569 6.651 -0.151  0.30
H 0.332 7.593 0.620  0.29

=====

Question: What is the formula in the third record?
Answer: C35H101N15O18